# 1
Formula: C58H53N2O8P2Pd
Source: the OMol25 dataset
Level of theory: ωB97M-V/def2-TZVPD

Each line ends with the Mulliken charge.
CARTESIAN COORDINATES (ANGSTROEM)
1 C 0.542 -0.977 6.479  -0.80
2 C 0.139 -2.292 6.228  -0.50
3 C 0.635 -2.982 5.117  -0.46
4 C 1.450 -2.286 4.235  0.12
5 O 1.742 -2.818 2.960  -0.16
6 P 0.718 -3.102 1.739  0.70
7 O 1.596 -4.063 0.773  -0.15
8 C 2.911 -4.524 0.948  0.42
9 C 3.126 -5.903 0.950  -0.46
10 C 4.434 -6.368 1.118  -0.51
11 C 5.493 -5.466 1.255  -0.59
12 C 5.250 -4.090 1.230  -0.68
13 C 3.950 -3.607 1.058  -0.19
14 O -0.345 -4.131 2.432  -0.13
15 C -0.788 -5.363 1.950  0.61
16 C -1.020 -6.344 2.912  -0.49
17 C -1.370 -7.624 2.480  -0.54
18 C -1.526 -7.883 1.116  -0.63
19 C -1.341 -6.867 0.176  -1.14
20 C -0.978 -5.581 0.591  0.26
21 Pd -0.272 -1.286 0.786  -0.41
22 P 0.545 0.762 1.402  0.69
23 O 0.260 1.228 2.944  0.01
24 C 0.614 2.424 3.614  0.19
25 C -0.390 3.076 4.325  -0.23
26 C -0.124 4.360 4.804  -0.54
27 C 1.145 4.924 4.634  -0.62
28 C 2.157 4.209 3.991  -0.87
29 C 1.907 2.921 3.515  -0.29
30 O 2.147 0.989 1.153  0.10
31 C 2.712 1.758 0.119  0.31
32 C 3.608 2.764 0.476  -0.63
33 C 3.955 3.710 -0.492  -0.67
34 C 3.493 3.578 -1.802  -0.77
35 C 2.695 2.488 -2.153  -0.23
36 C 2.305 1.556 -1.192  -0.38
37 O -0.061 2.002 0.539  0.47
38 C -1.027 2.936 0.927  0.43
39 C -0.690 4.275 0.743  -0.58
40 C -1.553 5.239 1.262  -0.55
41 C -2.732 4.852 1.900  -0.67
42 C -3.075 3.502 2.009  -0.60
43 C -2.224 2.520 1.495  0.32
44 C -2.354 -1.261 0.175  -0.68
45 C -3.162 -2.070 1.116  0.33
46 C -3.450 -1.588 2.408  0.20
47 C -4.133 -2.384 3.329  -0.94
48 C -4.530 -3.681 2.972  -0.43
49 C -4.283 -4.156 1.678  -0.75
50 C -3.612 -3.355 0.753  -0.09
51 C -1.620 -1.821 -0.921  -0.25
52 C -0.763 -1.000 -1.668  -0.59
53 C 1.936 -1.013 4.506  -0.19
54 C 1.441 -0.339 5.621  -0.50
55 H 0.168 -0.446 7.356  0.42
56 H -0.559 -2.792 6.897  0.43
57 H 0.376 -4.024 4.938  0.42
58 H 2.281 -6.581 0.817  0.43
59 H 4.619 -7.442 1.140  0.39
60 H 6.515 -5.835 1.366  0.37
61 H 6.063 -3.376 1.347  0.39
62 H 3.741 -2.539 1.000  0.40
63 H -0.908 -6.088 3.967  0.31
64 H -1.518 -8.409 3.219  0.42
65 H -1.808 -8.881 0.782  0.43
66 H -1.468 -7.057 -0.889  0.46
67 H -0.865 -4.763 -0.128  0.22
68 H -1.357 2.597 4.450  0.46
69 H -0.916 4.918 5.306  0.43
70 H 1.350 5.928 5.012  0.39
71 H 3.153 4.629 3.853  0.43
72 H 2.675 2.313 3.053  0.64
73 H 3.995 2.812 1.493  0.54
74 H 4.596 4.545 -0.209  0.41
75 H 3.767 4.315 -2.557  0.45
76 H 2.372 2.339 -3.184  0.46
77 H 1.699 0.687 -1.458  0.41
78 H 0.234 4.524 0.218  0.49
79 H -1.296 6.293 1.156  0.46
80 H -3.401 5.611 2.313  0.40
81 H -4.002 3.196 2.497  0.45
82 H -2.469 1.456 1.541  -0.40
83 H -2.554 -0.186 0.139  0.84
84 H -3.107 -0.587 2.687  0.31
85 H -4.360 -1.997 4.327  0.44
86 H -5.033 -4.322 3.697  0.43
87 H -4.613 -5.155 1.377  0.38
88 H -3.415 -3.720 -0.256  0.44
89 H -1.783 -2.865 -1.162  0.64
90 H -0.954 0.072 -1.709  -0.28
91 H -0.004 -1.404 -2.325  0.28
92 H 2.659 -0.560 3.826  0.54
93 H 1.773 0.681 5.810  0.51
94 O 1.444 1.873 -5.218  -0.71
95 C 0.888 2.929 -5.523  0.48
96 C 1.236 3.881 -6.599  0.01
97 C 0.236 4.838 -6.678  0.09
98 C 0.266 5.837 -7.639  -0.51
99 C 1.366 5.878 -8.509  -0.45
100 C 2.385 4.907 -8.425  -0.56
101 C 2.316 3.880 -7.472  -0.36
102 C -0.789 4.545 -5.648  0.32
103 O -1.872 5.079 -5.444  -0.64
104 N -0.266 3.449 -4.933  0.62
105 C -0.999 2.799 -3.835  -0.91
106 C -1.962 1.750 -4.373  0.41
107 C -2.979 1.139 -3.384  0.40
108 C -3.274 -0.257 -3.990  -0.51
109 C -2.134 -0.515 -5.003  -0.89
110 N -1.259 0.608 -4.851  0.02
111 H -0.554 6.553 -7.684  0.48
112 H 1.439 6.665 -9.264  0.40
113 H 3.232 4.959 -9.115  0.40
114 H 3.068 3.096 -7.387  0.50
115 H -0.252 2.328 -3.184  -0.22
116 H -1.533 3.588 -3.298  0.39
117 H -2.555 2.230 -5.187  0.19
118 H -2.495 1.014 -2.408  -0.72
119 H -3.866 1.769 -3.252  0.53
120 H -3.291 -1.031 -3.217  0.09
121 H -4.238 -0.250 -4.507  0.38
122 H -1.598 -1.452 -4.807  0.42
123 H -2.545 -0.574 -6.027  0.36
124 H -0.543 0.748 -5.561  0.07

Frontier orbital gap ... 5.7279 eV
Maximum force ... 0.0382 Eh/bohr
Lowest unoccupied orbital energy ... -4.703 eV
Charge ... +1
ΔE to the lowest compared entry with this formula, charge and spin ... 57.4 kJ/mol
HOMO level ... -0.383 Eh



# 2
Formula: C13H23F5NO2P2Pm
Source: the OMol25 dataset
Level of theory: ωB97M-V/def2-TZVPD

Each line ends with the Löwdin spin population.
CARTESIAN COORDINATES (ANGSTROEM)
1 Pm 0.279 0.980 0.541  4.05
2 P 2.375 -0.971 0.877  -0.01
3 C 2.387 -0.831 -0.985  0.00
4 C 1.137 -1.393 -1.641  0.00
5 N -0.037 -0.836 -1.243  -0.01
6 C -1.202 -1.350 -1.712  0.00
7 C -1.215 -2.401 -2.624  0.00
8 C -0.013 -2.937 -3.079  0.00
9 C 1.181 -2.420 -2.580  0.00
10 C -2.523 -0.785 -1.227  0.00
11 P -2.388 0.842 -0.349  -0.01
12 H 2.156 -2.804 -2.879  0.00
13 H -2.181 -2.772 -2.967  0.00
14 H -0.003 -3.746 -3.805  0.00
15 H -3.208 -0.668 -2.084  0.00
16 H -2.998 -1.494 -0.524  0.00
17 H 2.473 0.321 -1.211  0.00
18 H 3.289 -1.351 -1.340  0.00
19 H 1.221 2.882 -0.639  0.00
20 O 1.718 2.002 -1.075  -0.01
21 H 1.602 2.082 -2.038  0.00
22 H 0.006 3.354 1.255  0.00
23 O 0.113 3.348 0.206  0.00
24 H -0.661 3.835 -0.135  0.00
25 C -2.923 1.949 -1.707  0.00
26 H -3.991 1.793 -1.914  0.00
27 H -2.767 2.995 -1.407  0.00
28 H -2.342 1.748 -2.617  0.00
29 C -3.904 0.790 0.661  0.00
30 H -3.788 1.501 1.490  0.00
31 H -4.783 1.075 0.065  0.00
32 H -4.045 -0.215 1.081  0.00
33 C 2.237 -2.770 1.130  0.00
34 H 3.224 -3.246 1.051  0.00
35 H 1.842 -2.929 2.143  0.00
36 H 1.547 -3.225 0.410  0.00
37 C 4.141 -0.706 1.243  0.00
38 H 4.213 -0.366 2.285  0.00
39 H 4.704 -1.642 1.131  0.00
40 H 4.566 0.067 0.590  0.00
41 F -0.423 3.158 2.846  0.00
42 C 0.278 1.894 2.945  -0.01
43 F 1.478 2.216 3.524  0.00
44 C -0.504 0.990 3.854  0.00
45 F -0.884 1.615 4.988  0.00
46 F -1.659 0.503 3.266  0.00
47 F 0.271 -0.080 4.197  0.00

Frontier orbital gap (alpha / beta) ... 8.7740 / 8.9761 eV
Maximum force ... 0.0664 Eh/bohr
Lowest unoccupied orbital energy (alpha / beta) ... -6.875 / -6.674 eV
Charge ... +2
2S+1 ... 5
HOMO level (alpha / beta) ... -0.575 / -0.575 Eh



# 3
Formula: C4H6O
Source: the OMol25 dataset
Level of theory: ωB97M-V/def2-TZVPD

Each line ends with the Mulliken charge.
CARTESIAN COORDINATES (ANGSTROEM)
1 C 1.006 0.479 -0.698  -0.52
2 C 0.462 -0.046 0.651  -0.29
3 C -1.174 0.168 0.677  -0.32
4 O -1.333 0.002 -0.709  -0.46
5 C 0.202 -0.752 -0.622  -0.10
6 H 2.061 0.401 -0.988  0.28
7 H 0.483 1.330 -1.120  0.18
8 H 1.154 -0.249 1.491  0.33
9 H -1.515 1.116 1.113  0.29
10 H -1.734 -0.665 1.158  0.23
11 H 0.398 -1.784 -0.955  0.37

Frontier orbital gap ... 10.6967 eV
SMILES string ... C1O[C@H]2C[C@@H]12
Maximum force ... 0.0744 Eh/bohr
Lowest unoccupied orbital energy ... 1.168 eV
ΔE to the lowest compared entry with this formula, charge and spin ... 296.4 kJ/mol
HOMO level ... -0.350 Eh



# 4
Formula: C32H92N10O11
Source: the OMol25 dataset
Level of theory: ωB97M-V/def2-TZVPD

Each line ends with the Mulliken charge.
CARTESIAN COORDINATES (ANGSTROEM)
1 C 4.673 4.600 5.978  -1.46
2 C 3.774 3.719 5.124  0.89
3 C 4.230 2.281 5.230  -0.92
4 O 5.605 2.170 4.881  -0.40
5 C 5.850 2.146 3.508  -0.56
6 N 2.338 3.708 5.541  -0.73
7 H 5.652 4.366 5.579  0.35
8 H 4.674 4.225 6.976  0.34
9 H 4.517 5.676 5.905  0.37
10 H 3.837 3.976 4.063  0.07
11 H 3.593 1.672 4.621  0.32
12 H 4.194 1.950 6.278  0.45
13 H 5.855 3.067 2.969  0.30
14 H 5.162 1.491 2.941  0.11
15 H 6.858 1.680 3.390  0.30
16 H 1.672 3.901 4.797  0.28
17 H 2.098 2.796 5.940  0.26
18 C -1.356 5.626 3.878  -1.70
19 C -1.001 4.521 2.946  0.79
20 C -0.033 4.983 1.885  -1.42
21 O 0.453 3.951 1.029  0.45
22 C 1.559 4.426 0.313  -0.85
23 N -0.344 3.478 3.740  -0.30
24 H -1.652 6.492 3.287  0.41
25 H -0.489 5.891 4.370  0.38
26 H -2.227 5.427 4.503  0.39
27 H -1.871 4.131 2.448  0.25
28 H 0.816 5.488 2.292  0.50
29 H -0.531 5.698 1.186  0.44
30 H 1.789 3.714 -0.458  0.03
31 H 2.398 4.637 0.976  0.16
32 H 1.156 5.357 -0.109  0.51
33 H -1.015 2.977 4.280  0.20
34 H 0.046 2.811 3.116  -0.13
35 C -2.746 1.186 1.601  -0.94
36 C -3.297 0.820 0.187  2.16
37 C -4.226 -0.414 0.278  -1.79
38 O -3.586 -1.663 0.464  0.15
39 C -4.570 -2.637 0.767  -0.91
40 N -4.101 1.850 -0.393  -0.66
41 H -2.054 2.059 1.613  -0.23
42 H -2.236 0.270 1.933  -0.24
43 H -3.615 1.442 2.232  0.62
44 H -2.428 0.542 -0.422  -0.58
45 H -4.731 -0.511 -0.660  0.51
46 H -4.958 -0.281 1.057  0.46
47 H -4.027 -3.606 0.792  0.16
48 H -5.351 -2.620 -0.054  0.33
49 H -4.929 -2.339 1.783  0.31
50 H -3.564 2.384 -1.050  0.26
51 H -4.505 2.471 0.266  0.29
52 C 3.922 -5.642 3.159  -1.56
53 C 2.551 -4.966 3.030  0.58
54 C 1.720 -4.900 4.291  -0.73
55 O 0.546 -4.008 4.186  -0.28
56 C -0.440 -4.462 3.335  -0.51
57 N 2.588 -3.656 2.377  -0.39
58 H 4.546 -5.328 3.998  0.36
59 H 4.450 -5.468 2.196  0.39
60 H 3.886 -6.739 3.175  0.41
61 H 1.922 -5.572 2.307  0.09
62 H 2.288 -4.430 5.125  0.27
63 H 1.414 -5.962 4.562  0.33
64 H -0.144 -4.475 2.247  0.13
65 H -1.280 -3.832 3.505  0.19
66 H -0.726 -5.502 3.569  0.40
67 H 3.367 -3.180 2.711  0.24
68 H 1.785 -3.175 2.759  0.10
69 C 0.690 -5.268 -4.161  -1.33
70 C 1.337 -4.438 -3.049  0.14
71 C 0.283 -3.890 -2.091  -0.04
72 O -0.420 -5.018 -1.538  -0.47
73 C -1.462 -4.599 -0.726  -0.06
74 N 2.416 -5.246 -2.426  -0.62
75 H 1.362 -5.483 -5.009  0.33
76 H -0.232 -4.792 -4.562  0.22
77 H 0.445 -6.254 -3.706  0.41
78 H 1.828 -3.500 -3.410  0.28
79 H -0.442 -3.365 -2.744  -0.20
80 H 0.751 -3.252 -1.328  0.38
81 H -1.943 -5.497 -0.373  0.38
82 H -2.208 -3.909 -1.256  -0.01
83 H -0.931 -4.038 0.119  -0.14
84 H 2.106 -6.239 -2.535  0.34
85 H 2.571 -4.925 -1.482  0.24
86 C 2.651 1.171 0.936  -2.12
87 C 1.350 0.724 0.308  2.10
88 C 1.726 0.215 -1.171  -0.98
89 O 2.259 1.395 -1.865  -0.33
90 C 2.715 1.097 -3.182  -0.63
91 N 0.761 -0.377 1.059  0.21
92 H 3.431 0.444 0.765  0.60
93 H 2.588 1.441 1.978  0.35
94 H 3.176 2.033 0.442  0.44
95 H 0.677 1.513 0.287  -1.27
96 H 0.839 -0.150 -1.697  0.26
97 H 2.477 -0.524 -1.090  0.76
98 H 2.990 2.092 -3.562  0.28
99 H 1.943 0.609 -3.836  0.05
100 H 3.606 0.466 -3.177  0.30
101 H -0.036 -0.919 0.657  -0.20
102 H 1.488 -1.082 1.203  0.05
103 C -4.152 -0.823 -4.262  -1.11
104 C -3.359 -1.751 -3.419  0.24
105 O -1.972 -1.338 -3.276  0.35
106 H -4.060 0.204 -3.868  0.18
107 H -5.247 -1.067 -4.339  0.41
108 H -3.728 -0.733 -5.271  0.20
109 H -3.330 -2.785 -3.776  0.43
110 H -3.795 -1.757 -2.438  -0.29
111 H -1.961 -0.377 -3.013  -0.10
112 C -1.245 -1.125 4.317  -1.09
113 C -0.149 -0.216 4.747  -0.23
114 O 0.361 0.642 3.721  0.19
115 H -1.467 -1.820 5.074  0.65
116 H -0.986 -1.700 3.442  -0.16
117 H -2.185 -0.628 4.146  0.34
118 H 0.666 -0.798 5.207  0.24
119 H -0.639 0.441 5.506  0.31
120 H 0.510 0.170 2.902  -0.08
121 C -0.761 -2.242 -6.662  -0.76
122 C -0.012 -0.888 -6.465  0.28
123 O -0.684 0.235 -7.073  -0.56
124 H -0.193 -3.135 -6.283  0.19
125 H -0.997 -2.364 -7.694  0.40
126 H -1.641 -2.283 -6.006  -0.01
127 H 0.919 -1.003 -6.999  0.37
128 H 0.199 -0.703 -5.452  -0.24
129 H -1.203 0.750 -6.464  0.27
130 C -3.310 2.524 -7.485  0.44
131 O -2.943 2.337 -6.356  -0.56
132 N -3.968 3.748 -7.722  -0.51
133 N -2.993 1.791 -8.613  -0.35
134 H -4.489 3.905 -8.556  0.19
135 H -4.380 4.206 -6.918  0.24
136 H -3.153 2.215 -9.486  0.20
137 H -2.299 1.072 -8.435  0.26
138 C -1.421 2.553 -2.544  0.36
139 O -1.223 1.364 -2.449  -0.12
140 N -1.894 3.090 -3.670  -0.34
141 N -1.327 3.353 -1.439  -0.12
142 H -1.932 4.023 -3.928  0.12
143 H -2.202 2.497 -4.446  0.04
144 H -1.197 4.325 -1.622  0.24
145 H -0.704 2.966 -0.739  -0.26

Frontier orbital gap ... 8.7650 eV
SMILES string ... COC[C@H](C)N.COC[C@H](C)N.COC[C@H](C)N.COC[C@H](C)N.COC[C@H](C)N.COC[C@H](C)N.NC(N)=O.NC(N)=O.CCO.CCO.CCO
Maximum force ... 0.0692 Eh/bohr
Lowest unoccupied orbital energy ... 0.393 eV
ΔE to the lowest compared entry with this formula, charge and spin ... 0.0 kJ/mol
HOMO level ... -0.308 Eh



# 5
Formula: C3H12N2O
Source: the OMol25 dataset
Level of theory: ωB97M-V/def2-TZVPD

Each line ends with the Mulliken charge.
CARTESIAN COORDINATES (ANGSTROEM)
1 C -1.743 0.062 0.635  -0.12
2 O -2.535 0.768 -0.345  -0.56
3 C -1.622 -1.379 0.268  -1.13
4 H -2.227 0.157 1.616  0.34
5 H -0.842 0.661 0.690  0.21
6 H -3.089 1.435 0.034  0.29
7 H -2.643 -1.763 0.404  0.35
8 H -0.878 -1.882 0.876  0.34
9 H -1.445 -1.601 -0.789  0.31
10 N 1.633 1.584 -0.033  -0.68
11 C 1.226 0.135 -0.405  -0.34
12 N 2.382 -0.610 -0.771  -0.62
13 H 2.482 1.786 -0.557  0.28
14 H 2.043 1.548 0.901  0.22
15 H 0.484 0.330 -1.173  0.26
16 H 0.854 -0.286 0.523  0.34
17 H 3.211 -0.671 -0.202  0.23
18 H 2.707 -0.273 -1.672  0.25

Frontier orbital gap ... 9.7305 eV
SMILES string ... CCO.NCN
Maximum force ... 0.0764 Eh/bohr
Lowest unoccupied orbital energy ... 0.968 eV
ΔE to the lowest compared entry with this formula, charge and spin ... 121.3 kJ/mol
HOMO level ... -0.322 Eh